{"formula": "C20H24Cl51FN2O3S", "method": "ωB97M-V/def2-TZVPD", "e_homo_ev": -10.4, "energy_ev": -682445.8546, "gap_ev": 10.5263, "symbols": ["N", "C", "N", "C", "C", "O", "S", "O", "O", "F", "H", "H", "H", "H", "H", "H", "H", "C", "Cl", "Cl", "Cl", "H", "C", "Cl", "Cl", "Cl", "H", "C", "Cl", "Cl", "Cl", "H", "C", "Cl", "Cl", "Cl", "H", "C", "Cl", "Cl", "Cl", "H", "C", "Cl", "Cl", "Cl", "H", "C", "Cl", "Cl", "Cl", "H", "C", "Cl", "Cl", "Cl", "H", "C", "Cl", "Cl", "Cl", "H", "C", "Cl", "Cl", "Cl", "H", "C", "Cl", "Cl", "Cl", "H", "C", "Cl", "Cl", "Cl", "H", "C", "Cl", "Cl", "Cl", "H", "C", "Cl", "Cl", "Cl", "H", "C", "Cl", "Cl", "Cl", "H", "C", "Cl", "Cl", "Cl", "H", "C", "Cl", "Cl", "Cl", "H"], "xyz": [[-3.1790, -2.0635, -5.0611], [-1.7786, -1.9610, -4.8081], [-1.2875, -0.6507, -4.2229], [-2.1140, 0.5272, -4.5586], [-1.2657, 1.7950, -4.5574], [-1.7133, 2.8689, -4.8870], [-1.0278, -0.7921, -2.6178], [-1.0582, 0.4719, -1.9700], [0.1618, -1.5414, -2.4264], [-2.2276, -1.6113, -2.0298], [-3.4656, -1.6492, -5.9316], [-3.7532, -1.7607, -4.2913], [-1.5401, -2.7170, -4.0746], [-1.1934, -2.2062, -5.6801], [-2.9282, 0.6360, -3.8507], [-2.5055, 0.4376, -5.5615], [-0.2284, 1.6527, -4.2109], [-3.1918, -0.8190, 1.1053], [-4.0997, -2.3382, 1.0789], [-4.0470, 0.4628, 0.2400], [-2.8712, -0.3233, 2.7633], [-2.2451, -0.9870, 0.6103], [-2.9025, 3.8983, 4.0198], [-2.1666, 2.9121, 5.2912], [-1.6829, 4.8863, 3.2090], [-3.7596, 2.8918, 2.8599], [-3.6293, 4.5598, 4.4745], [-6.1285, -5.6203, 0.9425], [-7.4921, -5.3069, 2.0175], [-5.1307, -6.9394, 1.5589], [-6.6883, -5.9710, -0.6941], [-5.5216, -4.7249, 0.9039], [-1.5544, -8.9999, 1.1914], [-1.9627, -7.3411, 0.7602], [0.1891, -9.1895, 1.3886], [-2.4064, -9.4880, 2.6587], [-1.8745, -9.6482, 0.3893], [1.6771, 3.5681, 4.4369], [2.3944, 2.5960, 5.7211], [2.9028, 4.5877, 3.6692], [0.8809, 2.5509, 3.2463], [0.9306, 4.2155, 4.8794], [2.5392, -4.0420, -1.8493], [1.6425, -4.3188, -3.3414], [2.3375, -5.4096, -0.7521], [4.2576, -3.7551, -2.1723], [2.1330, -3.1597, -1.3724], [3.8243, 7.3933, 5.8617], [3.4136, 9.0677, 5.4826], [5.5439, 7.2369, 6.2268], [2.8482, 6.7979, 7.2057], [3.6016, 6.7853, 4.9971], [1.5758, -1.1219, -7.9147], [2.3502, 0.1570, -6.9780], [0.8063, -2.3040, -6.8475], [0.3849, -0.4428, -9.0253], [2.3353, -1.6333, -8.4912], [-6.5213, 6.0797, 3.5036], [-5.8597, 5.1865, 4.8764], [-5.2469, 7.0225, 2.7272], [-7.2776, 4.9611, 2.3708], [-7.2735, 6.7652, 3.8682], [-1.9434, -6.6360, -4.2681], [-2.3765, -4.9573, -4.5975], [-0.1971, -6.8095, -4.0878], [-2.7804, -7.1733, -2.8174], [-2.2641, -7.2471, -5.1007], [-2.6384, -11.1429, -3.5679], [-1.9437, -10.2636, -2.2059], [-4.3650, -11.4009, -3.3308], [-2.3343, -10.2855, -5.0827], [-2.1561, -12.1085, -3.6277], [7.9170, 7.5031, 9.4959], [8.2319, 6.1575, 10.5944], [8.1096, 6.9871, 7.8173], [6.3091, 8.1657, 9.7689], [8.6425, 8.2799, 9.6942], [10.1322, 4.8380, 5.5303], [10.8465, 3.8347, 6.7919], [11.3455, 5.8921, 4.8027], [9.3456, 3.8439, 4.3044], [9.3796, 5.4625, 5.9895], [-3.2822, -1.3451, -11.0548], [-4.1468, -2.8813, -11.0659], [-4.2103, -0.0959, -11.8817], [-2.9040, -0.8523, -9.4011], [-2.3489, -1.4791, -11.5844], [-5.6096, 4.5224, -1.7436], [-6.4890, 2.9928, -1.6372], [-6.4070, 5.6234, -2.8683], [-5.4518, 5.2576, -0.1493], [-4.6186, 4.3133, -2.1228], [7.7617, 7.1817, 14.2915], [6.5460, 6.1157, 14.9956], [7.2920, 8.8735, 14.4670], [9.3456, 6.8917, 15.0128], [7.8299, 6.9620, 13.2359], [4.7988, -3.4346, -6.1305], [5.1020, -2.7319, -7.7277], [3.6884, -2.4310, -5.2113], [4.1732, -5.0768, -6.2864], [5.7397, -3.4807, -5.5994]], "mulliken_charge": [-0.378, -1.065, 0.450, -0.664, -0.003, -0.527, 0.952, -0.544, -0.521, -0.164, 0.232, 0.227, 0.592, 0.220, 0.416, 0.474, 0.346, 0.153, -0.130, -0.091, -0.107, 0.062, 0.395, -0.140, -0.147, 0.043, -0.129, 0.837, -0.126, -0.064, -0.125, -0.457, 0.372, -0.046, -0.126, -0.135, -0.051, 0.167, -0.127, -0.169, -0.068, 0.173, 0.122, -0.016, -0.122, -0.138, 0.164, 0.424, -0.130, -0.034, -0.135, -0.105, -0.028, -0.107, -0.082, -0.118, 0.292, -0.007, -0.134, -0.112, -0.080, 0.347, -0.031, -0.069, -0.108, -0.074, 0.278, -0.048, -0.066, -0.129, -0.110, 0.344, -0.009, -0.157, -0.082, -0.106, 0.305, 0.658, -0.120, -0.121, -0.126, -0.265, 0.018, -0.120, -0.119, -0.042, 0.266, 0.030, -0.147, -0.129, -0.010, 0.247, 0.597, -0.122, -0.127, -0.123, -0.203, -0.049, -0.136, -0.051, -0.105, 0.354]}

***

{"formula": "C34H57F3N2O2SiTl", "method": "ωB97M-V/def2-TZVPD", "charge": 1, "e_homo_ev": [-10.9, -10.9], "energy_ev": -63972.5892, "gap_ev": [5.6728, 5.7460], "symbols": ["O", "O", "C", "C", "H", "H", "H", "H", "H", "C", "C", "H", "H", "H", "H", "H", "C", "C", "C", "H", "H", "H", "H", "H", "C", "H", "H", "H", "H", "H", "H", "N", "C", "C", "C", "C", "H", "H", "H", "C", "H", "H", "H", "N", "C", "C", "C", "C", "H", "C", "H", "C", "H", "C", "C", "C", "C", "C", "C", "H", "C", "H", "C", "H", "C", "C", "Tl", "H", "H", "H", "H", "H", "H", "H", "H", "H", "H", "H", "H", "H", "C", "Si", "H", "H", "C", "C", "C", "H", "H", "H", "H", "H", "H", "H", "H", "H", "F", "C", "F", "F"], "xyz": [[1.3470, -2.0736, -0.4337], [-1.8845, -2.2927, -4.6072], [2.5594, -2.2256, -1.3446], [3.3282, -3.4440, -0.8803], [3.2788, -1.3659, -1.3549], [2.1781, -2.2992, -2.3711], [3.6973, -3.3091, 0.1535], [4.1686, -3.6098, -1.5705], [2.6565, -4.3083, -0.9694], [0.0081, -2.4762, -0.8985], [-0.0619, -3.5904, -1.9133], [-0.6185, -1.6136, -1.2506], [-0.4572, -2.7977, 0.0469], [0.0264, -3.2021, -2.9372], [-1.0423, -4.1119, -1.8852], [0.7343, -4.3027, -1.6813], [-3.0385, -1.8624, -3.9081], [-1.1990, -1.2978, -5.3687], [-3.8892, -3.0963, -3.6529], [-3.6222, -1.1620, -4.5287], [-2.7565, -1.3654, -2.9638], [-4.0881, -3.5996, -4.6069], [-4.8475, -2.7940, -3.2131], [-3.3932, -3.7937, -2.9703], [-1.0266, -1.9006, -6.7557], [-0.2199, -1.0773, -4.9051], [-1.7734, -0.3576, -5.4362], [-0.5185, -2.8687, -6.6746], [-0.4617, -1.2389, -7.4181], [-2.0321, -2.0519, -7.1791], [1.1908, 0.2144, -1.5667], [1.7623, 1.3528, 2.3817], [1.5848, 2.5941, 2.7475], [0.4280, 3.3728, 2.4692], [-0.8968, 2.9428, 2.2354], [2.6914, 3.3100, 3.4991], [3.6033, 3.3676, 2.8908], [2.9378, 2.7881, 4.4343], [2.3644, 4.3262, 3.7413], [-1.9529, 4.0222, 2.0812], [-2.6951, 3.9451, 2.8864], [-2.4915, 3.9230, 1.1274], [-1.4779, 5.0070, 2.1307], [-1.2374, 1.6723, 2.1484], [2.8294, 0.4841, 2.6137], [3.8035, 0.2482, 1.6006], [3.6932, 0.8695, 0.2516], [4.8475, -0.6431, 1.8416], [5.6232, -0.7531, 1.0735], [4.9299, -1.3503, 3.0457], [5.7827, -2.0122, 3.2413], [3.9133, -1.1975, 3.9943], [3.9356, -1.7585, 4.9310], [2.8568, -0.3137, 3.7833], [1.7183, -0.2662, 4.7418], [-2.5021, 1.1676, 2.4387], [-3.4067, 0.8443, 1.3904], [-3.0650, 1.1653, -0.0324], [-4.6241, 0.2471, 1.7084], [-5.3209, 0.0222, 0.8986], [-4.9449, -0.0543, 3.0342], [-5.9221, -0.4859, 3.2701], [-4.0472, 0.2410, 4.0612], [-4.2873, 0.0055, 5.0997], [-2.8276, 0.8532, 3.7885], [-1.8555, 1.1827, 4.8746], [0.1616, -0.7084, 1.4584], [3.3737, 0.1305, -0.4983], [4.6765, 1.2433, -0.0631], [2.9784, 1.6881, 0.2298], [1.5162, 0.7542, 5.0767], [1.9553, -0.8776, 5.6140], [0.7979, -0.6788, 4.3167], [-3.7876, 0.6809, -0.7030], [-2.0551, 0.8361, -0.3139], [-3.1179, 2.2454, -0.2310], [-0.8785, 0.7079, 4.7163], [-2.2447, 0.8491, 5.8428], [-1.6833, 2.2637, 4.9468], [0.5653, 4.4523, 2.5060], [0.7281, 0.1500, -2.5601], [0.3884, 1.9807, -2.7713], [1.4056, -0.4191, -3.2193], [-0.1836, -0.4747, -2.5944], [1.6057, 2.4157, -4.0922], [0.7197, 2.8644, -1.1267], [-1.3814, 2.3287, -3.2284], [-1.9220, 1.4713, -3.6389], [-1.3853, 3.1027, -4.0022], [-1.9789, 2.7271, -2.4043], [2.6208, 2.1075, -3.8220], [1.6125, 3.4849, -4.2674], [1.3414, 1.9125, -5.0289], [1.5162, 2.3817, -0.5562], [-0.1510, 2.9338, -0.4632], [1.0545, 3.9033, -1.3061], [-0.5673, -2.6565, 3.8989], [-0.4979, -2.7094, 2.5279], [-1.6749, -3.2996, 2.1280], [0.4986, -3.6372, 2.2497]], "mulliken_charge": [0.468, -0.366, -0.381, -1.349, 0.342, 0.394, 0.233, 0.432, 0.276, 0.319, -1.284, -0.147, 0.075, 0.152, 0.293, 0.290, 0.259, 0.454, -1.320, 0.512, -0.150, 0.310, 0.400, 0.251, -1.467, -0.080, 0.221, 0.314, 0.403, 0.337, -0.816, 1.066, 0.688, -1.377, 0.457, -1.505, 0.280, 0.268, 0.548, -1.633, 0.328, 0.194, 0.497, 1.408, -0.972, 1.289, -1.206, -0.660, 0.458, -0.881, 0.417, -1.160, 0.440, 1.520, -0.805, -0.689, 1.039, -0.765, -1.193, 0.456, -0.903, 0.413, -0.974, 0.429, 1.126, -1.191, 1.818, -0.320, 0.524, -0.379, 0.251, 0.516, -0.119, 0.446, -0.068, 0.236, 0.109, 0.473, 0.281, 0.398, 1.013, 0.163, 0.525, -0.729, -1.190, 0.446, -0.934, 0.195, 0.446, 0.277, 0.342, 0.344, 0.282, -0.632, -0.170, 0.551, -0.162, -0.320, -0.205, -0.195]}

***

{"formula": "C25H58N4OSi2", "method": "ωB97M-V/def2-TZVPD", "e_homo_ev": -4.4, "e_above_lowest_ev": 10.102, "energy_ev": -50618.0107, "gap_ev": 1.1106, "symbols": ["C", "C", "C", "C", "C", "C", "C", "C", "C", "C", "C", "C", "C", "N", "C", "N", "N", "C", "C", "O", "C", "C", "C", "H", "H", "H", "H", "H", "H", "H", "H", "H", "H", "H", "H", "H", "H", "H", "H", "H", "H", "H", "H", "H", "H", "H", "H", "H", "H", "H", "H", "H", "H", "H", "H", "H", "H", "H", "H", "H", "H", "H", "H", "C", "Si", "C", "C", "N", "Si", "C", "C", "C", "H", "H", "H", "H", "H", "H", "H", "H", "H", "H", "H", "H", "H", "H", "H", "H", "H", "H"], "xyz": [[3.9060, -4.1163, 3.7573], [4.1613, -4.0869, 2.1052], [5.4481, -3.1391, 1.7426], [5.0955, -1.5708, 1.4264], [3.5729, -1.1034, 1.8106], [2.5751, -1.2351, 0.4854], [1.2066, -0.3922, 0.8803], [0.6258, 0.4164, -0.4568], [-0.6770, -0.4161, -1.0016], [-2.1207, 0.3293, -0.7855], [-3.1559, -0.5105, 0.2249], [-3.9821, -1.6090, -0.6785], [-2.9970, -2.9002, -0.8929], [-3.6883, -4.1641, -1.3542], [-4.7991, -4.3789, -0.3044], [-4.6369, -5.4137, 0.5841], [-5.9373, -3.3846, -0.3398], [-5.4874, -1.9567, -0.1355], [-5.7663, -1.5652, 1.4367], [-7.1401, -2.0343, 1.7549], [-7.7498, -1.2338, 2.8281], [-8.3357, -2.2846, 3.9897], [-9.9873, -2.2979, 3.9747], [3.7479, -5.2302, 4.1519], [4.7751, -3.5620, 4.3357], [2.9162, -3.5434, 4.0064], [4.4735, -5.2056, 1.8362], [3.1879, -3.8658, 1.4949], [5.9401, -3.5769, 0.7480], [6.2322, -3.2704, 2.6009], [5.8551, -0.8946, 2.0290], [5.2981, -1.3710, 0.2853], [3.6307, 0.0691, 2.0283], [3.1296, -1.5850, 2.7803], [3.1079, -0.7841, -0.4546], [2.2478, -2.3351, 0.2544], [0.4247, -1.1441, 1.3380], [1.4513, 0.4106, 1.7050], [0.3432, 1.5320, -0.2260], [1.4459, 0.3623, -1.3105], [-0.6086, -1.5001, -0.5488], [-0.5472, -0.5565, -2.1794], [-2.7078, 0.5763, -1.7678], [-1.9255, 1.3596, -0.2159], [-3.8315, 0.3179, 0.7221], [-2.4341, -1.0129, 1.0321], [-4.1185, -1.1108, -1.7547], [-2.2323, -2.6051, -1.7606], [-2.3355, -3.1775, 0.0462], [-3.0424, -4.9829, -1.3856], [-5.1936, -5.5880, 1.4491], [-3.8124, -6.0649, 0.4189], [-6.5472, -3.4860, -1.1801], [-6.2346, -1.2806, -0.7759], [-4.9485, -1.9573, 2.1817], [-5.8176, -0.3734, 1.4728], [-7.0251, -0.4314, 3.2873], [-8.7142, -0.6365, 2.4584], [-7.8843, -3.3642, 3.8243], [-7.9289, -1.8647, 5.0139], [-10.3003, -2.5429, 2.8494], [-10.3958, -1.2232, 4.2255], [-10.4018, -3.1129, 4.7222], [7.1814, 5.4892, -3.5078], [5.3050, 5.2832, -3.4006], [4.7612, 4.3922, -4.9583], [4.5640, 7.0062, -3.4027], [4.9355, 4.3917, -1.9502], [3.2895, 4.0134, -1.5251], [2.4391, 2.9315, -2.7986], [2.2424, 5.5421, -1.2397], [3.3052, 3.0466, 0.1000], [7.4464, 6.0492, -4.4090], [7.5617, 6.0363, -2.6405], [7.6765, 4.5143, -3.5520], [5.2141, 4.8601, -5.8379], [3.6776, 4.4342, -5.0899], [5.0715, 3.3433, -4.9382], [4.7688, 7.5208, -2.4597], [3.4836, 6.9809, -3.5605], [4.9983, 7.6020, -4.2121], [2.1973, 3.4886, -3.7065], [1.4988, 2.5430, -2.3949], [3.0675, 2.0772, -3.0686], [2.7541, 6.2496, -0.5797], [1.2946, 5.2663, -0.7667], [2.0022, 6.0491, -2.1769], [3.7590, 3.6398, 0.8992], [3.8718, 2.1154, -0.0100], [2.2830, 2.7937, 0.3970]], "mulliken_charge": [-0.888, -0.121, -0.617, -0.610, -0.318, -0.412, -0.917, -0.257, -0.369, -0.815, -0.554, 0.577, -0.795, -0.392, 0.392, -0.319, -0.306, -0.293, -0.613, -0.333, -0.416, -0.340, -0.955, 0.285, 0.232, 0.217, 0.375, 0.004, 0.245, 0.268, 0.302, 0.292, 0.403, 0.015, 0.349, 0.030, 0.215, 0.501, 0.329, 0.100, 0.110, 0.316, 0.310, 0.358, 0.315, 0.204, 0.301, 0.274, 0.253, 0.326, 0.303, 0.267, 0.366, 0.353, 0.130, 0.436, 0.300, 0.264, 0.236, 0.260, 0.251, 0.274, 0.309, -1.022, 0.166, -1.049, -1.044, -0.305, 0.024, -0.900, -1.066, -0.730, 0.274, 0.250, 0.245, 0.368, 0.310, 0.239, 0.240, 0.308, 0.357, 0.376, 0.216, 0.232, 0.254, 0.355, 0.314, 0.404, 0.051, 0.128]}